# C24H44F12N8O24

A cluster of 12 separate species, C24H44F12N8O24 in total at a distorted geometry (ωB97M-V/def2-TZVPD, OMol25).

```
112
Properties=species:S:1:pos:R:3:forces:R:3:lowdin_charge:R:1
F 0.866259 3.038774 -4.042494 0.583 0.097 0.305 0.19
F -2.364973 -1.479453 -0.393616 0.186 0.156 -0.205 0.15
F 0.258383 6.263893 4.770424 -0.109 0.074 -0.006 0.18
F 2.244842 -3.086592 -1.310550 0.227 0.066 -0.100 0.17
F 1.807930 -5.103550 -0.753103 -0.210 -0.274 0.059 0.17
F 0.846763 6.363157 2.698067 0.144 0.092 -0.204 0.19
F 0.715405 1.393223 -5.480710 0.538 0.366 0.023 0.14
F -1.116193 -1.320400 -2.183045 -0.186 -0.163 0.205 0.16
F 0.341492 -3.932845 -1.857329 -0.320 -0.102 0.108 0.18
F 2.337439 6.054015 4.251603 0.173 0.013 -0.228 0.16
F 0.165369 1.058859 -3.462341 -0.102 0.080 0.893 0.19
F -1.968849 0.456109 -1.316488 0.006 -0.339 0.360 0.16
O 0.365033 0.501684 -0.153247 -0.115 0.207 0.354 0.15
O 0.283137 -1.670472 0.353369 -1.013 -0.748 -0.038 0.04
O -5.974272 -0.062317 1.438859 0.238 0.020 -0.135 0.08
O -2.522675 1.054820 5.646312 -0.462 0.535 0.052 0.08
O 2.514731 -3.748687 -3.863839 -0.532 -0.267 0.326 0.03
O 2.870333 1.860688 3.370744 1.754 -0.157 0.286 0.01
O 1.552131 -5.345810 4.472880 0.109 0.083 0.037 0.07
O 0.697155 3.831999 2.565091 0.514 0.527 -0.210 0.05
O -7.357371 -2.454450 -2.049919 -0.229 0.640 -0.182 0.08
O -4.056023 4.622290 -1.785859 -0.429 -0.142 0.454 0.05
O -1.608581 2.218060 -6.018602 0.849 0.420 -0.185 0.03
O 2.029975 -0.657719 -2.437249 -0.553 -0.452 -0.567 0.06
O -6.160041 4.276579 -1.441917 -0.067 -0.145 0.321 0.07
O -1.995346 2.919436 -3.944074 0.269 0.099 0.374 0.16
O 2.315197 -5.887586 -3.287741 -0.181 -0.948 0.187 0.19
O -6.139941 -0.709128 -1.605446 -0.221 0.266 -0.332 0.06
O 2.674234 -1.394029 6.961112 0.187 0.571 -0.552 0.06
O 3.648529 0.237144 -1.395599 0.607 0.262 0.421 0.07
O 3.014547 -4.879230 2.959699 -0.118 0.158 -0.178 0.06
O 0.896328 3.543195 4.773013 0.734 0.966 0.162 0.12
O 2.846938 -2.584627 5.193516 -0.020 0.193 -0.561 0.06
O 4.904084 1.530676 2.690491 -0.576 -0.134 -0.055 0.10
O -4.551768 -1.670536 1.218414 -0.246 -0.474 -0.488 0.05
O -1.158225 -0.163583 4.559110 0.416 -0.015 0.349 0.04
N -4.874146 -0.555237 1.561044 0.012 -0.021 0.848 -0.44
N 3.085730 -0.084653 -2.417159 0.019 0.465 0.626 -0.43
N 3.897920 2.201757 2.810720 0.785 0.236 0.137 -0.38
N -6.303279 -1.871532 -1.895834 0.380 -0.970 0.517 -0.43
N -1.403777 0.783822 5.281084 0.258 -1.341 0.603 -0.47
N 3.081136 -1.576596 5.820948 0.437 -0.987 1.054 -0.43
N -5.032464 3.897361 -1.655706 0.936 0.167 -1.031 -0.44
N 1.891145 -5.164275 3.322955 0.155 -0.083 0.389 -0.45
C 4.591398 -4.018983 -5.057299 0.421 0.132 -0.414 -0.06
C 1.398623 -1.555278 1.245360 0.429 0.486 0.781 -0.15
C 1.639848 -4.199820 -1.712365 0.074 0.225 0.030 -0.55
C 0.851247 -5.405103 2.291728 0.690 -0.593 -0.171 0.05
C -0.823616 1.931579 2.829018 -0.853 2.039 -1.319 -0.05
C 3.082123 -4.111550 -5.127661 0.759 1.734 -1.320 -0.21
C 0.161633 1.979339 -4.396285 -0.847 -0.471 -1.768 -0.57
C 3.721481 0.264717 -3.711033 -0.323 0.703 0.247 0.07
C -1.263548 2.440217 -4.763185 -1.094 0.009 0.279 -0.39
C 3.967998 -0.568990 5.205996 -0.051 1.495 -0.538 0.03
C 3.981611 3.620281 2.369975 -0.350 0.124 -0.142 0.08
C 0.542579 2.430458 2.350157 -1.048 -2.193 1.367 -0.19
C -0.290067 1.603675 5.882822 -0.907 -1.109 0.506 0.05
C -3.794492 0.183306 2.294071 -1.927 1.232 0.242 0.05
C 0.908870 4.242902 3.806815 -0.626 -0.631 -0.935 -0.38
C -1.439739 -0.737247 -1.015668 -0.106 -0.192 -0.517 -0.53
C -0.171464 -0.572302 -0.176048 0.834 1.026 -0.475 -0.42
C -4.813769 2.451632 -1.993409 -0.127 -0.119 0.774 0.05
C -3.138623 2.250974 -7.826277 -0.978 0.483 0.065 -0.06
C 2.184074 -4.734017 -3.044573 0.682 0.333 -0.341 -0.40
C 0.957842 -0.952316 2.582681 0.326 -0.635 -0.145 -0.02
C 1.088946 5.767537 3.850682 -0.127 0.066 0.769 -0.55
C -2.948741 2.647301 -6.385960 0.340 -0.692 0.337 -0.19
C -5.120663 -2.742384 -1.974363 2.152 -1.036 0.179 0.02
H -3.770342 2.183383 -1.873162 0.115 0.414 -0.231 0.07
H 1.691613 -2.584255 1.435999 0.226 0.045 -0.210 0.10
H -0.961028 0.878317 2.600882 -0.238 0.427 -0.009 0.05
H 0.693867 2.184016 1.304607 -0.047 0.525 -0.120 0.12
H -5.303650 -3.712434 -1.520489 -0.640 0.108 -0.108 0.10
H 3.861968 -0.702492 -4.180551 0.181 0.321 -0.531 0.09
H -3.777387 -0.226460 3.302728 1.053 -0.780 -0.382 0.10
H -1.536013 2.570577 2.292128 -0.388 -0.499 -0.205 0.10
H 0.286201 -1.684433 3.028918 -0.267 0.309 0.182 0.09
H -4.210264 1.163834 2.535509 0.202 0.230 -0.669 0.10
H -2.607216 2.902118 -8.518158 0.287 -0.077 0.142 0.08
H -3.578157 2.129204 -5.659142 -0.402 -0.004 -0.423 0.12
H -0.027224 -5.692293 2.853841 -0.306 0.272 -0.400 0.10
H -2.974543 0.231320 1.592670 0.529 -0.260 0.644 0.08
H 3.480349 -0.196128 4.308642 -0.174 -0.157 0.060 0.05
H 4.172613 4.155830 3.297851 0.123 0.233 -0.162 0.11
H 0.805849 -4.570645 1.600837 -0.335 0.208 0.297 0.07
H 1.804867 -0.876533 3.262761 0.160 -0.156 -0.140 0.06
H -5.390144 1.846855 -1.297165 -0.372 0.061 -0.303 0.08
H 3.041520 0.959169 -4.203843 -0.342 -0.652 -0.356 0.09
H -2.913479 1.208817 -8.033219 0.031 -0.022 0.112 0.08
H 3.027959 3.929284 1.949525 -0.053 -0.151 0.140 0.09
H -3.109245 3.714651 -6.231404 0.405 0.019 0.068 0.13
H 0.645252 1.524340 5.341873 -0.431 -0.134 -0.164 0.09
H 4.758380 3.742280 1.625102 0.222 -0.161 0.234 0.10
H 4.087895 0.282003 5.870783 -0.147 -0.220 0.251 0.10
H 5.014012 -4.064892 -6.065717 -0.173 -0.611 -0.020 0.08
H 4.591358 0.887629 -3.530407 0.412 -0.670 0.208 0.10
H 2.708972 -3.303276 -5.763660 0.078 -0.081 -0.063 0.13
H -0.728884 2.592921 5.937745 0.440 -0.023 0.270 0.10
H 4.952612 -0.882423 4.869697 -0.185 -0.887 0.370 0.11
H 1.241174 1.827262 2.937779 -0.473 0.992 -0.623 0.07
H -0.191168 1.129938 6.858313 0.080 0.279 0.204 0.12
H -4.231715 -2.379121 -1.459545 -0.591 0.749 0.262 0.06
H 2.200794 -1.017576 0.741363 -0.027 0.029 0.011 0.12
H 2.800729 -5.023461 -5.649942 -0.519 -0.378 1.005 0.13
H 4.989041 -3.049747 -4.747695 -0.438 -0.028 0.598 0.07
H 1.260016 -6.234672 1.713481 -0.256 -0.101 0.027 0.10
H -4.731741 -2.926855 -2.976461 -0.840 0.278 -0.340 0.10
H 0.507263 0.035705 2.560832 0.158 -0.587 -0.403 0.03
H 4.990227 -4.818672 -4.435294 0.202 0.072 -0.056 0.09
H -5.141800 2.364210 -3.023989 -0.073 -0.235 0.047 0.10
H -4.200365 2.441815 -8.016621 0.032 -0.270 -0.238 0.08
H -1.067948 2.140765 3.869872 0.614 0.154 -0.664 0.05
```
Positions in Å, forces in eV/Å.

The max |F| comes out at 2.8 eV/Å. The electronic energy comes out at -119248.7539 eV. The spin multiplicity is 1. As for the structure (SMILES): CCOC(=O)C(F)(F)F.CCOC(=O)C(F)(F)F.CCOC(=O)C(F)(F)F.CCOC(=O)C(F)(F)F.C[N+](=O)[O-].C[N+](=O)[O-].C[N+](=O)[O-].C[N+](=O)[O-].C[N+](=O)[O-].C[N+](=O)[O-].C[N+](=O)[O-].C[N+](=O)[O-].

# C24H44GaN3S4

A structure of composition C24H44GaN3S4 at a distorted geometry (ωB97M-V/def2-TZVPD, OMol25).

```
76
Properties=species:S:1:pos:R:3:forces:R:3:lowdin_charge:R:1
Ga -0.587823 1.813921 -0.009058 0.515 -0.988 -1.053 0.20
S -0.324834 2.462760 2.235343 -0.389 0.595 1.105 0.93
S 0.162886 -0.677960 -0.330477 -0.348 0.383 -0.160 0.76
S 1.839580 2.205078 -0.130874 1.279 0.635 -0.156 0.89
S -0.570960 4.425855 -0.300323 0.085 0.348 -0.072 0.95
N 2.324458 -1.287636 1.128528 0.077 0.339 -0.890 0.02
N 2.668016 -1.279274 -1.140474 -0.802 0.048 1.506 0.03
N -3.540517 -1.416679 -1.847131 -0.872 0.058 0.945 -0.26
C -3.337363 0.660699 -0.415749 -1.147 0.885 0.768 -0.20
C -2.826900 2.832342 -1.197268 -0.134 1.896 -0.341 -0.23
C -4.575853 1.163211 0.099387 1.157 0.550 -1.329 -0.01
C 2.372114 -3.973523 2.966657 -0.582 0.300 0.296 -0.23
C 1.186775 -3.102890 2.430842 0.880 0.078 1.574 -0.17
C -4.918508 2.502831 -0.005509 0.629 0.636 -0.224 -0.04
C 2.294459 -4.733231 -1.756968 -0.203 -0.305 -0.082 -0.10
C 1.506804 -1.610652 2.290873 -1.154 0.144 -0.583 -0.22
C 3.124416 -3.452050 4.230285 -0.344 -1.371 -1.002 -0.08
C 1.529216 -2.608677 -3.016295 1.045 0.131 1.040 -0.18
C 1.173422 4.922742 -0.514277 -0.851 0.825 0.177 -0.46
C 2.220549 -1.320634 -2.495503 -0.878 0.152 -1.604 -0.22
C -4.016418 3.346842 -0.708608 -0.852 -0.438 0.113 -0.07
C 2.422981 2.470075 1.609968 -0.441 0.065 -0.656 -0.40
C 2.368519 -3.900788 -3.016660 -0.939 0.340 -1.326 -0.26
C -1.386408 3.988150 2.378065 -0.022 -0.944 0.448 -0.40
C -4.922327 -1.837598 -2.142255 0.324 1.242 0.634 -0.06
C -1.111412 5.059471 1.349907 0.608 0.326 -0.751 -0.41
C 2.095610 3.842284 -0.953753 0.446 -1.454 -0.316 -0.43
C -2.687885 -1.232385 -2.984594 -0.176 -0.102 -0.235 -0.10
C 1.398480 3.143585 2.510048 -0.655 -0.111 0.778 -0.39
C -3.265269 -0.818765 -0.532409 1.183 -1.602 -0.454 -0.18
C 1.810355 -1.080780 -0.112515 1.868 -0.743 0.498 -0.71
C -2.357959 1.578226 -0.843505 0.048 -0.498 0.036 -0.22
H 3.079195 -4.103123 2.159720 0.442 0.012 -0.293 0.09
H 1.493699 -0.505632 -2.648114 0.340 -0.162 0.162 0.10
H 0.639888 -2.809018 -2.411530 -0.227 0.214 -0.336 0.10
H 3.364016 3.044488 1.573236 -0.373 -0.302 -0.020 0.12
H -0.322515 5.735968 1.720775 -0.469 -0.060 -0.381 0.10
H -4.178830 4.414334 -0.840490 -0.483 -0.271 -0.255 0.11
H 1.913249 -4.476209 -3.828893 -0.074 -0.310 0.179 0.11
H 2.027304 -1.210317 3.132937 0.310 -0.001 0.800 0.10
H -5.651590 -0.993226 -2.179079 0.436 -0.356 -0.361 0.09
H 3.599637 -1.632526 -0.926193 -0.437 0.016 -0.083 0.17
H -5.871688 2.888344 0.382465 0.595 -0.179 -0.057 0.12
H 3.990304 -4.094234 4.428370 -0.157 0.109 -0.107 0.08
H 0.566471 -1.026709 2.203603 0.574 -0.403 -0.001 0.08
H 3.307215 -1.558216 1.177333 -0.432 -0.052 -0.028 0.16
H 1.980392 3.554188 -2.021613 0.073 0.400 0.603 0.11
H -2.249124 3.493676 -1.883689 -0.332 -0.575 0.989 0.09
H -2.252447 -1.189585 -0.233177 -0.829 0.163 0.088 0.06
H -4.883023 -2.360642 -3.083063 -0.312 -0.109 -0.325 0.08
H 2.444636 -4.165684 -0.842098 0.230 0.133 0.165 0.04
H 1.952823 -4.973525 3.119722 0.171 0.114 0.202 0.11
H -2.435949 3.652159 2.362887 0.478 -0.165 -0.101 0.10
H 3.034732 -5.527613 -1.820982 -0.028 -0.112 0.270 0.08
H -1.635146 -1.201052 -2.677413 -0.158 0.062 -0.069 0.05
H -5.217174 0.452663 0.558689 -0.669 -0.435 0.199 0.11
H 1.126570 5.658950 -1.319997 0.184 0.196 0.277 0.10
H 3.058479 -1.101043 -3.144915 0.344 0.031 -0.035 0.13
H -2.027250 5.618239 1.097046 0.426 -0.083 0.444 0.10
H 3.348483 -3.737719 -3.461779 0.478 0.218 0.621 0.11
H -2.926477 -0.343166 -3.607462 0.197 -0.225 0.229 0.09
H 1.395569 4.246110 2.454279 -0.158 -0.560 -0.208 0.09
H -2.850276 -2.134015 -3.599140 0.388 0.443 -0.100 0.09
H 0.824338 -3.553126 1.524474 -0.182 0.096 -0.644 0.10
H 1.296411 -5.199770 -1.671036 0.418 0.177 -0.045 0.09
H 1.567577 2.867304 3.576925 0.112 0.276 -0.770 0.11
H -5.315839 -2.508298 -1.381436 0.218 -0.214 0.166 0.08
H 1.518392 5.398096 0.400648 0.018 0.117 -0.017 0.09
H 2.624202 1.454963 1.947227 0.106 -0.007 0.050 0.07
H 0.366384 -3.162942 3.149084 -0.037 -0.035 0.053 0.12
H 1.291152 -2.335984 -4.037235 -0.471 -0.127 -0.179 0.11
H 3.498812 -2.475564 4.021038 0.323 0.858 0.186 0.04
H 2.526471 -3.471023 5.131428 -0.311 0.224 0.095 0.08
H -1.174059 4.337603 3.393274 -0.148 0.085 -0.154 0.10
H 3.131068 4.172730 -0.781485 -0.232 -0.356 -0.197 0.11
H -4.044289 -1.224433 0.109994 0.302 -0.259 0.300 0.12
```
Positions in Å, forces in eV/Å.

The net charge is +2. The max |F| comes out at 2.1 eV/Å. The electronic energy comes out at -125774.0022 eV. The spin multiplicity is 1.